The following is a quantum chemistry calculation of a 2-piece molecular cluster, C22H30ClN5O4 overall, from OMol25.

Last column: Mulliken charge in e.
CARTESIAN COORDINATES (ANGSTROEM)
C: 2.203517 -1.518978 4.697247  -1.052
N: 1.051902 -0.920309 4.023313  0.196
C: 0.356965 -1.503828 3.036932  -0.095
O: 0.630613 -2.630465 2.636331  -0.712
C: -0.802540 -0.727641 2.373698  0.842
C: -0.575333 0.786655 2.220741  -1.432
C: 0.766882 1.116118 1.593766  0.176
C: 1.002841 0.789797 0.243658  -0.225
C: 2.274156 1.001289 -0.324283  -0.602
C: 3.313257 1.542903 0.463814  0.914
O: 4.547024 1.740068 -0.067982  -0.578
C: 3.070693 1.889111 1.808289  -1.047
C: 1.796996 1.683687 2.370603  -0.099
N: -2.157811 -1.028868 2.866655  0.033
C: -2.659949 -1.083178 4.100256  0.719
C: -1.814031 -0.776673 5.318322  -0.918
O: -3.831355 -1.386067 4.257197  -0.692
H: 2.050247 -2.593576 4.820130  0.316
H: 2.345232 -1.065812 5.679105  0.368
H: 3.101014 -1.361496 4.096325  0.318
H: 0.791253 0.017449 4.277983  0.187
H: -0.794003 -1.106708 1.351295  -0.315
H: -0.650633 1.269079 3.194989  0.358
H: -1.361451 1.199569 1.586233  0.452
H: 0.204040 0.369874 -0.354334  0.362
H: 2.452303 0.744938 -1.356934  0.273
H: 4.587820 1.473121 -0.986357  0.282
H: 3.871835 2.315330 2.393319  0.423
H: 1.620069 1.955124 3.401147  0.429
H: -2.845943 -1.212347 2.152087  0.247
H: -1.295850 0.167812 5.184448  0.270
H: -1.113919 -1.592500 5.484776  0.218
H: -2.471781 -0.698637 6.183038  0.352
C: -2.551494 -3.615062 0.485891  -0.840
N: -2.112350 -2.964676 -0.751268  0.495
C: -1.493109 -3.594912 -1.818959  -0.353
C: -1.241171 -2.627597 -2.741840  -0.062
Cl: -0.483825 -2.897774 -4.293697  -0.258
C: -1.744965 -1.381135 -2.164752  0.337
C: -1.691714 -0.025245 -2.773699  0.583
O: -2.347726 0.895176 -2.294291  -0.672
N: -0.851429 0.275627 -3.836965  0.001
C: -0.644479 1.635790 -4.327067  0.067
C: 0.253925 1.651433 -5.560087  -0.870
C: 1.009899 2.968920 -5.466867  -0.674
C: 1.275044 3.134941 -3.979166  -0.620
C: 0.058144 2.526666 -3.290493  0.170
N: -2.248141 -1.631260 -0.968827  -0.620
H: -3.481827 -3.160450 0.839257  0.293
H: -2.731068 -4.680138 0.316770  0.362
H: -1.785673 -3.504982 1.259468  0.274
H: -1.257190 -4.651191 -1.903067  0.436
H: -0.271849 -0.473424 -4.203579  0.080
H: -1.611355 2.085379 -4.586758  0.240
H: -0.326130 1.579196 -6.485407  0.358
H: 0.963777 0.818291 -5.528820  0.354
H: 1.936125 2.953808 -6.049739  0.379
H: 0.381155 3.788732 -5.830053  0.300
H: 1.416781 4.185173 -3.705087  0.385
H: 2.175333 2.578759 -3.698503  0.135
H: -0.627514 3.313949 -2.960536  0.303
H: 0.368766 1.961164 -2.407664  -0.551

Force components x, y, z for each atom (eV/Å):
C -0.2 -0.1 -0.4
N 0.0 0.5 0.6
C 0.0 -1.0 -0.3
O -0.3 0.3 0.1
C -0.3 0.5 -0.3
C 0.4 0.2 0.0
C 0.2 0.0 0.1
C 1.1 0.5 0.6
C -0.5 0.2 1.3
C -1.2 -0.4 -0.1
O 0.4 0.3 0.6
C -0.5 -0.2 -0.5
C 0.5 -0.4 -1.6
N 1.4 0.0 -1.2
C -0.9 -0.1 1.4
C -0.1 -0.1 -0.2
O -0.3 -0.1 0.0
H 0.0 0.2 -0.1
H -0.1 0.0 -0.1
H 0.1 -0.1 0.1
H 0.1 -0.1 0.0
H 0.0 -0.2 0.1
H -0.1 0.2 0.1
H -0.2 -0.1 0.1
H -0.1 0.0 0.0
H 0.1 0.0 -0.2
H -0.2 -0.1 -0.2
H 0.1 0.0 0.0
H 0.0 0.1 0.1
H 0.0 0.0 0.0
H 0.3 0.0 0.1
H 0.2 0.1 0.0
H 0.0 0.0 -0.2
C 0.1 0.4 0.2
N 0.5 -0.2 -1.3
C -0.4 0.5 0.6
C -0.3 1.2 0.1
Cl -0.3 0.1 0.6
C 1.2 -1.9 -1.4
C 0.0 2.5 -0.1
O 0.0 -0.6 0.1
N -0.3 -1.8 0.6
C -0.3 -0.3 0.4
C -0.1 -0.1 -0.4
C 0.2 0.1 -0.3
C 0.2 0.3 0.1
C -0.2 0.4 0.5
N -0.1 -0.8 0.4
H 0.2 0.0 -0.2
H 0.1 0.3 -0.2
H 0.0 0.0 -0.1
H -0.3 0.2 0.4
H -0.2 0.4 0.0
H 0.1 -0.3 0.2
H 0.1 -0.2 0.1
H 0.0 0.0 0.0
H -0.2 0.1 0.0
H 0.1 -0.1 0.0
H 0.1 -0.2 0.0
H 0.0 0.1 0.0
H 0.1 -0.2 0.1
H -0.3 0.0 -0.1

Values from the calculation:
Multiplicity = 1
Electronic energy = -1891.2911 hartree
Strongest force on any atom = 2.7 eV/A
Charge = 0
Highest occupied orbital energy = -0.3157 hartree
Energy relative to the best compared isomer or geometry (same formula, charge and spin) = 211.61 kJ/mol
Kohn-Sham gap = 9.035 eV
SMILES = CNC(=O)[C@H](Cc1ccc(O)cc1)NC(C)=O.Cn1cc(Cl)c(C(=O)NC2CCCC2)n1